Record 1
DFT (the ωB97M-V functional and the def2-TZVPD basis) results for a molecular structure, C6H10B5BeCl2F20N2Ni at a distorted geometry.

CARTESIAN COORDINATES (ANGSTROEM)
Be -0.497 3.229 -1.806
Ni 1.093 -1.530 -1.589
B -1.298 -3.040 -2.405
F -0.254 -3.897 -2.759
F -0.778 -1.940 -1.803
F -1.870 -2.768 -3.612
F -2.028 -3.746 -1.573
B 0.864 0.608 -0.295
F 0.049 -0.064 0.546
F 1.022 1.952 -0.192
F 1.980 -0.078 -0.238
F 0.400 0.333 -1.519
B 2.719 -2.039 -3.091
F 2.510 -2.875 -2.015
F 3.666 -2.453 -3.922
F 1.489 -1.850 -3.614
F 2.959 -0.839 -2.528
B -3.232 0.743 -1.412
F -3.020 -0.215 -2.335
F -3.701 0.222 -0.224
F -2.223 1.570 -1.258
F -4.254 1.510 -1.857
B -1.261 0.974 -4.626
F -0.712 1.305 -5.893
F -0.954 1.887 -3.681
F -2.596 1.002 -4.765
F -0.940 -0.318 -4.162
C 2.992 -2.755 2.315
C 1.943 -2.706 1.250
N 1.148 -2.625 0.408
H 2.632 -2.599 3.332
H 3.718 -1.965 2.124
H 3.484 -3.727 2.280
C -1.253 4.726 3.267
C -0.996 4.402 1.830
N -0.811 4.065 0.713
H -1.460 3.899 3.947
H -1.974 5.532 3.402
H -0.336 5.107 3.716
Cl -0.798 0.691 5.996
C -0.429 -0.221 4.526
C 0.895 0.230 3.951
Cl 1.093 1.967 3.569
H -1.226 -0.015 3.813
H -0.472 -1.303 4.652
H 1.034 -0.205 2.962
H 1.685 -0.182 4.579

<S²> = 2.00
multiplicity = 3
energy = -133609.54910 eV
total charge = -1



Record 2
DFT (the ωB97M-V functional and the def2-TZVPD basis) results for a single C4H13N2 molecule at a distorted geometry.

CARTESIAN COORDINATES (ANGSTROEM)
C 1.733 0.836 -1.274
C 0.455 0.912 -0.466
C -0.603 -0.138 -0.860
C -0.872 -1.323 0.078
N -1.705 -1.011 1.223
N 0.900 0.758 1.071
H 1.579 0.890 -2.390
H 2.610 1.558 -1.135
H 2.233 -0.221 -1.059
H -0.101 1.956 -0.428
H -1.576 0.366 -0.899
H -0.568 -0.532 -1.866
H 0.033 -1.842 0.257
H -1.412 -2.186 -0.408
H -2.210 -1.908 1.593
H 0.426 1.510 1.605
H -2.309 -0.236 1.186
H 0.636 -0.103 1.510
H 2.022 0.799 1.103

<S²> = 0.75
multiplicity = 2
energy = -7334.45815 eV
relative energy (zero: lowest compared OMol25 entry of this formula, charge and spin) = 272.4 kJ/mol
total charge = 0



Record 3
DFT (the ωB97M-V functional and the def2-TZVPD basis) results for a single C4H9FO molecule at a distorted geometry.

CARTESIAN COORDINATES (ANGSTROEM)
C -0.373 -1.831 -0.342
C 0.205 -0.805 0.696
F -0.300 -1.160 1.977
C -0.117 0.616 0.555
C 0.456 1.191 -0.739
O -0.264 2.402 -0.815
H -0.613 -2.860 -0.089
H -1.390 -1.454 -0.584
H 0.206 -1.801 -1.287
H 1.244 -1.045 0.709
H -1.178 0.925 0.532
H 0.468 1.102 1.343
H 0.358 0.556 -1.631
H 1.552 1.463 -0.503
H -0.254 2.702 0.178

multiplicity = 1
energy = -9057.67117 eV
relative energy (zero: lowest compared OMol25 entry of this formula, charge and spin) = 95.2 kJ/mol
total charge = 0



Record 4
DFT (the ωB97M-V functional and the def2-TZVPD basis) results for a molecular structure, C6H9NO at a distorted geometry.

CARTESIAN COORDINATES (ANGSTROEM)
C -1.873 -0.951 0.067
C -1.276 0.380 -0.047
C -0.146 0.524 -0.993
C -0.097 0.734 0.953
C 0.773 -0.429 0.843
C 0.561 -0.827 -0.525
H -2.720 -0.946 0.728
H -2.368 -1.416 -0.911
H -0.886 -1.476 0.578
H -2.024 1.264 -0.143
H -0.473 0.610 -1.967
H -0.153 1.142 1.907
H 0.768 -1.048 1.754
H 2.322 -1.380 0.013
H 0.512 -1.756 -0.890
N 2.021 -0.425 -0.215
O 0.403 1.425 -0.168

multiplicity = 1
energy = -9899.39329 eV
relative energy (zero: lowest compared OMol25 entry of this formula, charge and spin) = 599.3 kJ/mol
total charge = 0



Record 5
DFT (the ωB97M-V functional and the def2-TZVPD basis) results for 2 unconnected molecules or ions with the total composition C4H6O2S at a distorted geometry.

CARTESIAN COORDINATES (ANGSTROEM)
C -2.969 0.325 0.385
C 0.862 -1.037 0.501
C 0.490 1.289 -0.112
C 1.293 -0.014 -0.468
O -3.041 -0.711 -0.103
O -3.112 1.424 0.665
S 1.392 -2.580 0.108
H 0.036 1.745 -1.052
H 1.274 1.814 0.435
H -0.296 1.039 0.639
H 2.445 0.101 -0.566
H 0.916 -0.219 -1.524
H 0.710 -3.176 1.093

multiplicity = 1
energy = -19172.71378 eV
relative energy (zero: lowest compared OMol25 entry of this formula, charge and spin) = 250.2 kJ/mol
total charge = 0



Record 6
DFT (the ωB97M-V functional and the def2-TZVPD basis) results for 2 unconnected molecules or ions with the total composition C3H6N2S at a distorted geometry.

CARTESIAN COORDINATES (ANGSTROEM)
C -3.161 0.517 -0.303
C -1.513 -0.005 0.076
C 1.975 -0.475 0.078
N -2.092 1.319 0.022
N 3.144 -0.638 0.439
S -2.823 -0.928 0.562
H -3.857 0.530 -1.170
H 1.268 -1.283 -0.149
H 1.369 0.499 -0.074
H 3.482 -1.552 0.349
H 3.957 -0.044 0.690
H -1.750 2.059 -0.522

multiplicity = 1
energy = -17000.44397 eV
relative energy (zero: lowest compared OMol25 entry of this formula, charge and spin) = 270.1 kJ/mol
total charge = +2



Record 7
DFT (the ωB97M-V functional and the def2-TZVPD basis) results for a single C4H11NO molecule at a distorted geometry.

CARTESIAN COORDINATES (ANGSTROEM)
C 2.371 -0.289 1.115
C 1.331 0.820 1.449
C -0.063 0.451 0.965
N -0.302 0.116 -0.459
C -1.651 -0.027 -0.954
O -1.773 -1.031 -2.011
H 1.929 -1.277 0.736
H 3.001 0.052 0.285
H 3.109 -0.637 1.830
H 1.156 1.213 2.433
H 1.532 1.660 0.725
H -0.702 1.371 1.132
H -0.530 -0.452 1.426
H 0.076 0.908 -0.885
H -2.162 0.821 -1.393
H -2.169 -0.584 -0.141
H -0.871 -1.370 -2.296

multiplicity = 1
energy = -7862.36937 eV
relative energy (zero: lowest compared OMol25 entry of this formula, charge and spin) = 210.7 kJ/mol
total charge = 0



Record 8
DFT (the ωB97M-V functional and the def2-TZVPD basis) results for 8 unconnected molecules or ions with the total composition C30H78N2O10 at a distorted geometry.

CARTESIAN COORDINATES (ANGSTROEM)
C 2.412 -2.592 0.509
O 2.502 -3.932 0.219
C 1.509 -4.343 -0.688
C 1.897 -5.761 -1.048
N 0.913 -6.480 -1.799
C 1.227 -7.860 -2.019
C 0.082 -8.489 -2.792
O 0.341 -9.865 -2.965
C -0.566 -10.487 -3.858
H 2.979 -2.417 1.413
H 1.425 -2.451 0.830
H 2.626 -1.917 -0.298
H 1.600 -3.824 -1.663
H 0.569 -4.228 -0.173
H 2.167 -6.265 -0.162
H 2.840 -5.815 -1.670
H 0.002 -6.381 -1.403
H 1.348 -8.287 -0.996
H 2.169 -8.052 -2.544
H -0.025 -8.124 -3.799
H -0.768 -8.342 -2.185
H -1.568 -10.273 -3.581
H -0.514 -11.598 -3.928
H -0.418 -9.964 -4.839
C -3.219 1.889 -1.056
O -3.223 2.468 0.225
C -2.031 3.200 0.505
C -1.910 3.331 2.066
N -0.594 3.890 2.328
C -0.022 3.519 3.579
C 1.459 3.859 3.713
O 2.072 3.233 4.773
C 3.539 3.233 4.754
H -4.024 1.176 -1.147
H -2.407 1.346 -1.498
H -3.432 2.639 -1.842
H -1.922 4.093 -0.088
H -1.148 2.673 0.154
H -2.116 2.370 2.592
H -2.587 4.130 2.412
H -0.584 4.903 2.217
H -0.050 2.453 3.636
H -0.599 3.929 4.366
H 1.730 4.896 3.713
H 1.969 3.510 2.772
H 3.920 2.964 5.756
H 3.896 4.263 4.579
H 3.948 2.535 4.017
C -0.989 2.758 -5.303
C -1.381 2.804 -3.898
C -0.209 2.936 -2.921
O -2.226 3.906 -3.712
H -0.282 3.489 -5.563
H -1.808 2.909 -5.979
H -0.652 1.766 -5.637
H -1.964 1.896 -3.608
H 0.557 2.159 -3.006
H -0.582 2.797 -1.909
H 0.332 3.840 -2.983
H -2.945 3.877 -4.353
C 0.222 -0.139 4.161
C 0.893 -1.295 3.488
C 2.256 -1.609 4.035
O 0.074 -2.414 3.578
H 0.961 0.645 4.208
H -0.067 -0.376 5.233
H -0.570 0.352 3.634
H 1.021 -1.079 2.419
H 2.945 -0.821 3.779
H 2.708 -2.521 3.631
H 2.200 -1.655 5.045
H -0.155 -2.680 4.434
C -0.608 8.321 1.271
C -0.310 6.831 1.377
C 1.100 6.423 1.175
O -0.719 6.569 2.641
H -0.119 8.918 1.995
H -1.665 8.530 1.346
H -0.292 8.663 0.271
H -1.044 6.287 0.730
H 1.180 5.368 1.379
H 1.772 7.068 1.771
H 1.449 6.491 0.123
H -1.607 6.956 2.818
C -0.521 -0.510 -3.350
C -0.487 -1.915 -3.934
C -0.964 -2.875 -2.899
O -1.388 -2.008 -4.958
H 0.041 -0.460 -2.453
H -1.524 -0.187 -3.111
H -0.003 0.050 -4.132
H 0.509 -2.205 -4.301
H -2.011 -2.683 -2.748
H -0.402 -2.837 -1.962
H -0.949 -3.905 -3.296
H -1.368 -2.884 -5.372
C 0.829 0.508 -0.323
C 1.195 1.471 0.833
C 2.555 1.042 1.402
O 1.233 2.766 0.368
H 0.844 -0.529 -0.037
H 1.535 0.566 -1.138
H -0.126 0.888 -0.783
H 0.413 1.440 1.581
H 2.590 -0.036 1.571
H 2.644 1.508 2.322
H 3.373 1.221 0.736
H 0.777 3.254 1.004
C -2.116 -0.426 1.176
C -2.176 -1.515 0.091
C -1.731 -2.851 0.494
O -3.482 -1.504 -0.285
H -1.914 0.608 0.824
H -1.193 -0.616 1.746
H -2.964 -0.424 1.833
H -1.618 -1.185 -0.756
H -2.219 -3.158 1.427
H -0.697 -2.772 0.835
H -1.881 -3.635 -0.222
H -3.679 -0.901 -0.938

multiplicity = 1
energy = -55823.39852 eV
relative energy (zero: lowest compared OMol25 entry of this formula, charge and spin) = 460.3 kJ/mol
total charge = 0



Record 9
DFT (the ωB97M-V functional and the def2-TZVPD basis) results for a gas-phase ion, C24H17FN3OS (charge +1) at a distorted geometry.

CARTESIAN COORDINATES (ANGSTROEM)
O 0.905 -2.332 3.183
F 4.015 -4.900 -0.788
S -0.285 1.290 0.296
C -0.112 -2.270 2.515
C -0.844 -3.480 2.168
C -2.116 -3.287 1.730
C 1.305 1.697 -0.208
C -0.591 -1.020 1.886
C 0.217 -0.233 1.065
C -0.542 5.044 -3.830
C -4.994 -0.829 1.669
C -4.199 0.299 1.973
C -1.214 4.136 -3.030
C 0.842 5.253 -3.674
C 2.194 -3.364 -1.092
C 4.114 -3.014 0.531
C -4.255 -2.002 1.676
C -2.738 0.329 2.046
C 1.573 -2.247 -0.547
C 3.478 -1.827 1.096
C -0.527 3.303 -2.153
C 1.541 4.444 -2.750
C 3.394 -3.776 -0.463
C -2.822 -2.058 1.716
C -2.048 -0.901 1.870
C 2.222 -1.498 0.501
C 0.861 3.376 -2.027
N 2.173 0.900 0.472
N 1.584 -0.324 0.916
N 1.690 2.640 -1.071
H -0.422 -4.411 2.316
H -2.726 -4.197 1.375
H -1.142 5.554 -4.692
H -6.042 -0.860 1.622
H -4.795 1.263 2.103
H -2.244 4.142 -3.219
H 1.342 6.108 -3.988
H 1.860 -3.950 -1.989
H 5.009 -3.461 0.988
H -4.889 -2.812 1.490
H -2.380 1.285 2.256
H 0.615 -2.061 -1.009
H 3.771 -1.355 2.007
H -1.200 2.963 -1.456
H 2.608 4.655 -2.727
H 3.125 0.933 0.295
H 2.692 2.857 -1.047

multiplicity = 1
energy = -45223.62882 eV
relative energy (zero: lowest compared OMol25 entry of this formula, charge and spin) = 234.2 kJ/mol
total charge = +1



Record 10
DFT (the ωB97M-V functional and the def2-TZVPD basis) results for a molecular structure, C52H49NP2PdSb2 at a distorted geometry.

CARTESIAN COORDINATES (ANGSTROEM)
Pd 0.395 0.350 -0.626
C 0.917 -3.905 -1.668
N 0.769 -2.524 -1.204
P 2.071 -1.443 -0.933
C 3.407 -2.632 -0.623
C 3.379 -3.368 0.557
C 4.298 -4.383 0.743
C 5.251 -4.641 -0.231
C 5.290 -3.886 -1.392
C 4.381 -2.862 -1.586
C 2.372 -0.692 -2.577
C 2.219 -1.384 -3.776
C 2.341 -0.708 -4.976
C 2.574 0.659 -4.992
C 2.741 1.354 -3.805
C 2.651 0.678 -2.600
P -0.686 -1.649 -1.339
C -1.104 -1.465 -3.102
C -0.748 -0.259 -3.703
C -1.011 -0.029 -5.037
C -1.647 -1.010 -5.781
C -2.038 -2.201 -5.186
C -1.761 -2.440 -3.850
C -1.920 -2.765 -0.630
C -1.562 -3.642 0.393
C -2.512 -4.486 0.938
C -3.819 -4.452 0.478
C -4.183 -3.562 -0.522
C -3.245 -2.699 -1.060
H 1.187 -4.561 -0.838
H 1.680 -4.008 -2.440
H -0.038 -4.232 -2.078
H 2.633 -3.145 1.311
H 4.278 -4.966 1.649
H 5.970 -5.428 -0.080
H 6.032 -4.085 -2.148
H 4.412 -2.257 -2.480
H 2.012 -2.444 -3.778
H 2.250 -1.249 -5.904
H 2.650 1.178 -5.934
H 2.950 2.413 -3.814
H 2.877 1.187 -1.664
H -0.244 0.512 -3.114
H -0.739 0.908 -5.498
H -1.846 -0.843 -6.827
H -2.568 -2.939 -5.768
H -2.057 -3.373 -3.393
H -0.538 -3.673 0.738
H -2.227 -5.167 1.725
H -4.555 -5.118 0.900
H -5.201 -3.537 -0.878
H -3.526 -2.000 -1.837
C 2.195 2.855 0.397
C 2.044 3.056 1.898
C 2.033 1.718 2.620
Sb 0.391 0.444 1.957
C 0.731 -1.288 3.167
C -0.276 -2.236 3.256
C -0.154 -3.288 4.147
C 0.977 -3.392 4.942
C 1.988 -2.451 4.837
C 1.869 -1.395 3.948
C -1.234 1.293 3.077
C -2.462 0.651 3.081
C -3.505 1.174 3.829
C -3.326 2.342 4.550
C -2.100 2.986 4.531
C -1.051 2.463 3.795
Sb 0.375 2.987 -0.917
C -0.008 5.057 -0.481
C -1.174 5.599 -0.996
C -1.533 6.893 -0.671
C -0.737 7.644 0.178
C 0.441 7.110 0.667
C 0.816 5.822 0.324
C -1.524 2.488 0.076
C -2.237 1.425 -0.472
C -3.533 1.158 -0.055
C -4.149 2.014 0.841
C -3.458 3.100 1.358
C -2.132 3.311 1.015
H 2.666 1.880 0.208
H 2.832 3.620 -0.055
H 1.138 3.627 2.123
H 2.896 3.633 2.275
H 1.900 1.829 3.698
H 2.973 1.188 2.423
H -1.160 -2.149 2.634
H -0.946 -4.017 4.230
H 1.071 -4.207 5.642
H 2.871 -2.527 5.454
H 2.655 -0.656 3.877
H -2.617 -0.246 2.490
H -4.464 0.677 3.837
H -4.141 2.756 5.123
H -1.954 3.899 5.087
H -0.099 2.972 3.800
H -1.803 5.010 -1.650
H -2.434 7.319 -1.079
H -1.034 8.641 0.459
H 1.073 7.693 1.317
H 1.754 5.434 0.686
H -1.858 0.866 -1.339
H -4.063 0.314 -0.475
H -5.182 1.851 1.106
H -3.959 3.779 2.030
H -1.583 4.142 1.438

<S²> = 2.01
multiplicity = 3
energy = -91326.83257 eV
total charge = +2



Record 11
DFT (the ωB97M-V functional and the def2-TZVPD basis) results for a molecular structure, C29H46BrMgN3P2 at a distorted geometry.

CARTESIAN COORDINATES (ANGSTROEM)
N -5.293 3.361 -2.888
C -5.139 3.756 -1.621
C -4.243 3.108 -0.745
C -3.413 2.064 -1.247
C -3.661 1.646 -2.587
C -4.608 2.324 -3.368
C -2.266 1.530 -0.539
Mg -0.595 0.231 0.497
P 3.643 -0.462 0.679
C -1.206 1.000 -1.346
C -0.011 1.811 -1.665
C 0.704 1.449 -2.825
C 1.939 2.019 -3.093
C 2.421 3.087 -2.302
C 1.631 3.538 -1.226
C 0.419 2.911 -0.893
Br 4.162 3.678 -2.542
H -2.134 1.754 0.537
H -1.483 0.273 -2.144
H -4.167 3.467 0.281
H -3.084 0.850 -3.055
H -5.747 4.618 -1.294
H -4.803 2.021 -4.402
H 0.234 0.721 -3.483
H -0.226 3.282 -0.086
H 2.505 1.635 -3.926
H 1.967 4.381 -0.637
P -1.014 -2.090 -0.078
C 3.778 1.354 0.769
C 5.212 1.832 0.472
H 3.472 1.686 1.774
H 3.063 1.760 0.040
H 5.289 2.915 0.630
H 5.939 1.338 1.132
H 5.495 1.627 -0.568
C 3.218 -0.875 -1.050
C 4.334 -1.729 -1.683
H 3.096 0.068 -1.605
H 2.249 -1.399 -1.090
H 4.115 -1.922 -2.742
H 5.300 -1.211 -1.623
H 4.440 -2.698 -1.177
C 2.441 -1.070 1.891
C 3.200 -1.851 2.978
H 1.709 -1.706 1.372
H 1.911 -0.204 2.313
H 2.520 -2.501 3.537
H 3.987 -2.479 2.535
H 3.681 -1.173 3.695
C -0.835 -3.139 1.386
C -1.502 -4.505 1.293
H -1.209 -2.563 2.246
H 0.244 -3.260 1.563
H -2.572 -4.462 1.510
H -1.372 -4.951 0.304
H -1.040 -5.173 2.026
C 0.040 -2.868 -1.348
C -0.068 -2.342 -2.776
H -0.337 -3.904 -1.319
H 1.081 -2.897 -0.974
H -1.072 -2.574 -3.148
H 0.106 -1.263 -2.880
H 0.665 -2.870 -3.403
C -2.691 -2.456 -0.743
C -3.864 -1.990 0.113
H -2.712 -3.551 -0.864
H -2.769 -2.021 -1.756
H -4.801 -2.203 -0.420
H -3.928 -2.504 1.080
H -3.821 -0.912 0.310
C -0.224 2.566 2.725
C -0.787 1.281 3.180
N -1.402 0.365 2.420
C -2.038 -0.531 3.278
C -1.710 -0.187 4.572
N -0.927 0.956 4.488
H -0.982 3.141 2.157
H 0.071 3.129 3.621
H 0.666 2.408 2.094
H -2.698 -1.304 2.896
H -1.962 -0.640 5.511
H -0.532 1.493 5.257

multiplicity = 1
energy = -129339.11004 eV
relative energy (zero: lowest compared OMol25 entry of this formula, charge and spin) = 185.4 kJ/mol
total charge = +2



What did the third record say?
DFT (the ωB97M-V functional and the def2-TZVPD basis) results for a single C4H9FO molecule at a distorted geometry.

CARTESIAN COORDINATES (ANGSTROEM)
C -0.373 -1.831 -0.342
C 0.205 -0.805 0.696
F -0.300 -1.160 1.977
C -0.117 0.616 0.555
C 0.456 1.191 -0.739
O -0.264 2.402 -0.815
H -0.613 -2.860 -0.089
H -1.390 -1.454 -0.584
H 0.206 -1.801 -1.287
H 1.244 -1.045 0.709
H -1.178 0.925 0.532
H 0.468 1.102 1.343
H 0.358 0.556 -1.631
H 1.552 1.463 -0.503
H -0.254 2.702 0.178

multiplicity = 1
energy = -9057.67117 eV
relative energy (zero: lowest compared OMol25 entry of this formula, charge and spin) = 95.2 kJ/mol
total charge = 0



Q: What is the energy in the seventh record?
A: -7862.36937 eV